21
Properties=species:S:1:pos:R:3:forces:R:3 method="wB97M-V/def2-TZVPD" e_lumo_ev=0.2 e_homo_ha=-0.329 relative_energy_ev=8.3165 spin_multiplicity=1 energy_ev=-13561.8291 homo_lumo_gap_ev=9.131
C -1.76687 -0.75772 1.65849 -2.03 -2.66 1.69
C -1.96639 -0.11104 -0.45815 -1.13 -5.87 -4.59
C -2.40707 1.29410 -0.04710 1.14 0.96 0.74
O -2.29738 -0.13653 -1.84235 -0.06 -0.08 -0.12
C -2.59040 -1.28594 0.22631 -2.13 3.78 4.12
H -0.97285 -1.47803 1.90091 -0.50 -0.28 -0.20
H -1.24074 0.16270 1.94079 -0.65 0.42 -1.39
H -2.54650 -0.88019 2.42272 0.40 0.03 0.28
H -1.50218 1.88947 0.14236 -0.55 0.17 0.67
H -2.96726 1.84275 -0.81442 0.60 -0.75 -0.52
H -3.17631 1.28363 0.73652 0.95 -0.26 0.54
H -1.59984 0.28764 -2.35210 0.11 0.07 -0.01
H -3.67954 -1.13372 0.15101 -0.29 0.42 1.30
H -2.54669 -2.37883 0.25468 1.21 0.39 -1.23
O -0.75071 -1.20924 -0.65118 3.24 3.08 -2.28
H -0.46063 -1.84657 0.00078 -0.25 0.66 1.03
O 3.01084 0.34011 -0.69204 -2.33 0.41 -1.15
C 3.52425 -0.17445 0.38097 -3.32 4.62 2.44
O 2.63604 -0.14709 1.26584 1.74 -2.10 1.38
H 4.53851 0.19293 0.61950 0.45 -1.89 -0.39
H 1.95680 0.50259 -0.09933 3.39 -1.11 -2.30